[1]
19
Properties=species:S:1:pos:R:3 method="wB97M-V/def2-TZVPD" homo_lumo_gap_ev=5.84 total_charge=-1 total_energy_ha=-327.5472 e_above_lowest_kj_mol=390.74
O 3.44 1.26 0.51
N -0.83 -0.66 0.08
C -0.70 0.54 -2.14
C 0.10 -0.52 1.20
C 1.56 -0.31 0.76
C 2.31 0.95 0.92
C -0.91 0.60 -0.61
H 0.05 -1.48 1.71
H 2.07 -1.21 0.42
H -1.53 0.83 -2.79
H -0.65 -0.54 -2.33
H 0.17 1.09 -2.51
H -0.24 1.36 -0.18
H 1.61 0.48 -0.16
H 1.80 1.65 1.61
H -0.27 0.32 1.84
H -3.13 -2.98 0.76
H -1.88 1.17 -0.44
H -2.96 -2.55 1.34

---

[2]
19
Properties=species:S:1:pos:R:3 method="wB97M-V/def2-TZVPD" homo_lumo_gap_ev=5.66 total_charge=-1 total_energy_ha=-327.6333 e_above_lowest_kj_mol=164.87
O -3.24 -0.79 -1.34
N 2.81 -0.16 1.95
C -2.37 -0.22 -0.54
C 1.43 0.71 -0.03
C -0.10 0.88 -0.08
C 2.11 -0.62 0.79
C -0.96 0.19 -1.17
H 2.13 0.45 2.33
H -1.13 0.74 -2.14
H 1.98 0.61 -0.94
H -2.83 0.80 -0.20
H -0.52 -0.76 -1.39
H 1.85 1.51 0.60
H 1.30 -1.18 1.13
H 2.98 -0.95 2.61
H 2.75 -1.16 0.09
H -0.46 0.45 0.92
H -2.15 -0.80 0.37
H -0.27 2.02 -0.17

---

[3]
19
Properties=species:S:1:pos:R:3 method="wB97M-V/def2-TZVPD" homo_lumo_gap_ev=4.99 total_charge=-1 total_energy_ha=-327.5354 e_above_lowest_kj_mol=421.89
O -3.18 0.31 -0.28
N 3.81 0.10 0.64
C -0.50 -0.03 -0.82
C 3.27 -0.97 0.01
C -2.45 -0.05 0.78
C -1.10 -0.74 0.38
C -0.28 1.46 -0.53
H 2.76 0.30 0.29
H 3.53 -1.11 -1.06
H -2.93 -0.73 1.54
H 0.30 1.94 -1.33
H 2.56 -1.71 0.41
H -1.25 1.95 -0.51
H -0.43 -0.78 1.23
H 0.23 1.64 0.43
H -1.28 -0.08 -1.60
H -1.36 -1.80 0.13
H 0.45 -0.53 -1.17
H -2.16 0.83 1.46